C2H4N2OS2 | ωB97M-V/def2-TZVPD

```
11
Properties=species:S:1:pos:R:3:forces:R:3:mulliken_charge:R:1
O 0.624504 -0.015664 -2.053558 -2.0 0.3 -1.1 -0.43
N -0.292170 -0.427961 -1.056668 1.4 1.1 -1.2 -0.22
C -0.036247 0.173514 0.147754 -1.9 -1.2 1.0 0.61
C 0.687759 1.416376 0.229248 1.9 0.5 -0.3 -0.21
S 0.646389 2.354625 1.510404 -0.1 0.8 0.6 -0.20
N -0.596814 -0.233510 1.228048 -0.5 -0.6 0.2 -0.42
S -1.727371 -1.521646 1.101841 0.7 0.6 -1.0 -0.18
H 1.508056 -0.275633 -1.859315 1.1 -0.8 0.7 0.33
H -0.467376 -1.414625 -1.092368 0.1 -0.5 0.2 0.27
H 1.424793 1.654863 -0.544551 -0.5 -0.1 -0.1 0.28
H -1.771524 -1.710338 2.389165 -0.1 -0.2 1.0 0.16
```
Forces are in eV/Å.

Calculated values
E_HOMO	-8.659	eV
gap between HOMO and LUMO	7.608	eV
SMILES	ON/C(C=S)=N\S
LUMO	-1.05	eV
multiplicity	1


C2H4N2OS2 | ωB97M-V/def2-TZVPD

```
11
Properties=species:S:1:pos:R:3:forces:R:3:mulliken_spin:R:1
C -0.471868 -0.097880 0.251387 -2.4 -0.7 -1.2 -0.06
C -1.599634 0.593001 -0.588468 1.2 -0.4 0.9 0.01
N 0.317260 0.824931 0.792823 -0.7 1.5 0.0 0.50
N -0.292332 -1.339973 0.490510 -0.9 -1.0 0.1 0.19
O 4.103757 -0.635485 0.124033 3.3 -0.3 1.5 0.35
S 1.809417 0.799467 1.140451 2.0 1.6 3.0 0.41
S 2.743378 -0.377861 -0.213793 -3.0 -1.3 -3.6 0.62
H -1.952889 -0.207391 -1.225071 -0.3 0.4 -0.7 0.00
H -1.150574 1.498675 -1.068349 -0.5 -1.0 0.0 0.00
H -2.417757 0.937480 0.045883 0.1 -0.1 0.1 0.00
H -1.088758 -1.994966 0.250595 1.2 1.3 -0.2 0.00
```
Forces are in eV/Å.

Calculated values
E_HOMO (spin up / spin down)	-7.946 / -9.565	eV
gap between HOMO and LUMO (spin up / spin down)	8.517 / 7.436	eV
LUMO (spin up / spin down)	0.57 / -2.13	eV
multiplicity	3


C2H4N2P2 | ωB97M-V/def2-TZVPD

```
10
Properties=species:S:1:pos:R:3:forces:R:3:mulliken_charge:R:1
C 0.981805 -0.793030 0.722913 -1.6 -0.1 -0.7 -0.14
C 0.666942 0.540641 0.542232 -0.1 1.5 -0.4 -0.05
N 2.252057 -1.049730 0.648316 1.3 -1.9 -0.3 -0.52
N 2.940480 0.037172 0.427546 -1.5 2.1 0.3 0.06
P 2.076877 1.497691 0.298876 -0.8 -0.3 0.0 -0.06
P -1.947820 1.689657 -0.763160 -0.1 1.1 3.0 0.00
H 0.269801 -1.603093 0.636202 0.1 -0.1 0.7 0.36
H 3.859938 0.019019 0.105032 1.8 -0.8 0.0 0.23
H -2.781936 1.226213 0.446792 1.1 0.8 -1.4 0.07
H -2.131703 0.470577 -1.242186 -0.2 -2.3 -1.2 0.04
```
Forces are in eV/Å.

Calculated values
E_HOMO (spin up / spin down)	-9.311 / -8.881	eV
gap between HOMO and LUMO (spin up / spin down)	8.089 / 7.775	eV
LUMO (spin up / spin down)	-1.22 / -1.11	eV
multiplicity	1


C2H4N2P2 | ωB97M-V/def2-TZVPD

```
10
Properties=species:S:1:pos:R:3:forces:R:3:mulliken_charge:R:1
C -0.653135 -0.841313 -0.137891 0.8 0.9 -3.0 0.09
C 0.178784 0.147124 -0.482985 1.9 2.2 3.4 -0.19
N -0.939749 -1.180694 1.039121 0.3 -0.5 6.6 -0.56
N -0.190891 -0.496601 2.012782 -2.5 -2.1 1.0 -0.02
P 0.892371 0.742286 1.777652 -1.7 -1.6 -4.0 0.07
P 1.027354 0.633924 -1.946964 -0.7 1.9 -1.8 -0.19
H -1.143947 -1.472867 -0.833025 -0.5 -0.3 -1.1 0.41
H -0.537547 -0.897991 2.981941 1.3 1.4 -2.5 0.30
H 1.384565 1.971680 -1.579462 0.3 -0.6 0.3 0.04
H -0.017804 1.394453 -2.831167 0.9 -1.4 1.2 0.04
```
Forces are in eV/Å.

Calculated values
E_HOMO (spin up / spin down)	-7.800 / -7.805	eV
gap between HOMO and LUMO (spin up / spin down)	7.116 / 7.127	eV
LUMO (spin up / spin down)	-0.68 / -0.68	eV
multiplicity	1